Entry 1:
One molecule with the formula C20H30N4O, computed with the ωB97M-V functional and the def2-TZVPD basis.

```
! wB97M-V def2-TZVPD RIJCOSX def2/J DEFGRID3
* xyz 0 1
C -5.41 -1.39 -0.69
C -5.17 0.05 -0.23
C -6.42 0.62 0.43
C -3.99 0.08 0.75
N -2.77 -0.40 0.12
C -1.89 -1.15 1.00
C -0.94 -0.27 1.82
N -0.14 0.52 0.89
C 0.91 1.27 1.57
C 1.91 1.80 0.60
C 2.04 3.09 0.14
C 3.09 3.10 -0.80
C 3.55 1.82 -0.90
N 2.84 1.02 -0.05
C 3.05 -0.35 0.10
C 3.54 -1.11 -0.97
C 3.75 -2.46 -0.77
C 3.48 -3.01 0.48
C 3.00 -2.17 1.47
N 2.80 -0.87 1.29
C -1.02 1.39 0.13
C -2.08 0.61 -0.67
C -1.58 0.08 -2.03
C -0.59 -1.09 -2.05
O 0.64 -0.82 -1.42
H -5.73 -2.01 0.14
H -4.49 -1.80 -1.09
H -6.17 -1.42 -1.46
H -4.92 0.65 -1.10
H -7.25 0.60 -0.26
H -6.25 1.66 0.74
H -6.69 0.04 1.31
H -3.87 1.11 1.15
H -4.22 -0.57 1.60
H -1.28 -1.82 0.39
H -2.50 -1.77 1.66
H -1.51 0.37 2.51
H -0.27 -0.91 2.40
H 0.49 2.11 2.14
H 1.41 0.59 2.26
H 1.46 3.93 0.46
H 3.46 3.96 -1.34
H 4.36 1.44 -1.49
H 3.70 -0.66 -1.93
H 4.11 -3.07 -1.58
H 3.63 -4.06 0.67
H 2.77 -2.54 2.46
H -1.54 2.09 0.82
H -0.41 1.98 -0.55
H -2.84 1.36 -0.94
H -2.46 -0.24 -2.59
H -1.13 0.92 -2.56
H -1.06 -1.98 -1.61
H -0.35 -1.32 -3.09
H 0.45 -0.45 -0.53
*
```

Values from the calculation:
Strongest force on any atom ... 0.0210 Eh/bohr
Electronic energy ... -29234.6211 eV
Structure (SMILES) ... CC(C)CN1CCN(Cc2cccn2-c2ccccn2)C[C@H]1CCO
HOMO level ... -8.2 eV
Lowest unoccupied orbital energy ... 0.881 eV
Energy above the lowest of the compared OMol25 structures with the same formula, charge and spin ... 159.4 kJ/mol

Entry 2:
A 2-piece molecular cluster, C11H11BrN2 overall, computed with the ωB97M-V functional and the def2-TZVPD basis.

```
! wB97M-V def2-TZVPD RIJCOSX def2/J DEFGRID3
* xyz 0 3
C 0.48 3.07 -0.15
C 1.40 -0.86 0.00
C 0.39 -1.75 0.06
C 1.12 0.53 -0.13
C -0.30 0.95 -0.03
C -0.95 -1.28 0.05
C -0.63 2.29 -0.14
C 1.73 2.70 -0.12
C -2.03 -2.29 0.00
C -2.04 2.84 -0.16
C 3.57 1.08 -0.42
N -1.25 -0.01 0.15
N 2.15 1.43 -0.19
Br 2.24 -0.80 2.84
H 2.39 -1.30 -0.18
H 0.52 -2.83 0.28
H -2.95 -1.84 -0.09
H -1.93 -3.08 -0.79
H -2.16 -2.70 1.03
H -2.79 2.08 0.31
H -2.29 3.10 -1.19
H -2.08 3.94 0.11
H 4.08 0.65 0.50
H 3.53 0.24 -1.05
H 4.22 1.88 -0.71
*
```

Values from the calculation:
Strongest force on any atom ... 0.0768 Eh/bohr
Electronic energy ... -84602.0247 eV
Expectation value of S² ... 2.012
HOMO level (spin up / spin down) ... -6.9 / -8.4 eV
Lowest unoccupied orbital energy (spin up / spin down) ... -0.441 / -3.480 eV
Energy above the lowest of the compared OMol25 structures with the same formula, charge and spin ... 0.0 kJ/mol

Entry 3:
One molecule with the formula C10H15N3O3S, computed with the ωB97M-V functional and the def2-TZVPD basis.

```
! wB97M-V def2-TZVPD RIJCOSX def2/J DEFGRID3
* xyz 0 1
C 3.95 2.56 1.50
N 2.83 2.19 0.68
N 1.87 1.31 1.28
C 1.93 1.16 2.74
C 2.01 0.06 0.49
O 2.87 -0.73 0.86
N 1.14 0.13 -0.49
S 0.98 -1.01 -1.68
O 1.53 -2.30 -1.37
O 1.29 -0.34 -2.92
C -0.81 -1.12 -1.53
C -1.39 -2.38 -1.39
C -2.77 -2.46 -1.17
C -3.55 -1.31 -1.07
C -5.02 -1.42 -0.77
C -2.94 -0.07 -1.26
C -1.58 0.04 -1.50
H 4.73 1.79 1.57
H 4.39 3.46 1.05
H 3.60 2.82 2.51
H 3.10 1.84 -0.24
H 0.97 1.66 0.93
H 1.10 0.50 3.01
H 2.89 0.73 3.01
H 1.79 2.13 3.21
H -0.77 -3.28 -1.44
H -3.24 -3.44 -1.06
H -5.46 -0.42 -0.67
H -5.55 -1.95 -1.57
H -5.20 -1.97 0.16
H -3.56 0.83 -1.22
H -1.12 1.01 -1.65
*
```

Values from the calculation:
Strongest force on any atom ... 0.0596 Eh/bohr
Electronic energy ... -32059.0478 eV
Structure (SMILES) ... CN[N@H+](C)C(=O)N=[S@](=O)([O-])c1ccc(C)cc1
HOMO level ... -8.9 eV
Lowest unoccupied orbital energy ... 0.273 eV
Energy above the lowest of the compared OMol25 structures with the same formula, charge and spin ... 290.9 kJ/mol

Entry 4:
One molecule with the formula Cl2H2NO2PS, computed with the ωB97M-V functional and the def2-TZVPD basis.

```
! wB97M-V def2-TZVPD RIJCOSX def2/J DEFGRID3
* xyz 0 3
N -0.02 -0.20 0.15
O -2.08 0.18 -1.11
O -2.22 -0.90 1.21
P -1.64 0.29 0.50
S -2.65 1.88 1.56
Cl -3.74 0.23 -1.39
Cl -2.00 -2.64 0.64
H 0.37 -0.47 0.98
H 0.68 0.47 -0.32
*
```

Values from the calculation:
Strongest force on any atom ... 0.1169 Eh/bohr
Electronic energy ... -50782.0157 eV
Expectation value of S² ... 2.008
HOMO level (spin up / spin down) ... -7.1 / -9.3 eV
Lowest unoccupied orbital energy (spin up / spin down) ... -0.940 / -3.878 eV
Energy above the lowest of the compared OMol25 structures with the same formula, charge and spin ... 315.2 kJ/mol

Entry 5:
A 9-piece molecular cluster, H18O9 overall, computed with the ωB97M-V functional and the def2-TZVPD basis.

```
! wB97M-V def2-TZVPD RIJCOSX def2/J DEFGRID3
* xyz 1 2
O -1.25 -3.60 -0.96
H -1.40 -2.98 -1.67
H -1.74 -4.38 -1.20
O -1.23 0.71 2.52
H -1.03 0.21 3.31
H -1.57 0.07 1.90
O 2.09 -0.47 2.73
H 2.69 0.06 3.26
H 1.71 0.14 2.10
O -0.59 -0.51 -0.15
H -0.24 0.36 0.04
H -0.40 -0.64 -1.08
O 3.06 -1.36 -0.74
H 2.54 -0.66 -1.15
H 3.50 -0.93 0.00
O 0.35 2.13 0.79
H 0.57 3.03 1.02
H -0.35 1.89 1.39
O -2.72 -1.11 1.02
H -1.81 -1.08 0.72
H -3.22 -1.41 0.26
O -1.40 3.33 -1.24
H -0.66 2.75 -1.06
H -1.01 4.18 -1.41
O 1.59 -0.21 -3.33
H 0.73 -0.26 -3.76
H 1.80 0.72 -3.32
*
```

Values from the calculation:
Strongest force on any atom ... 0.0392 Eh/bohr
Electronic energy ... -18708.4484 eV
Expectation value of S² ... 0.756
HOMO level (spin up / spin down) ... -14.3 / -14.0 eV
Lowest unoccupied orbital energy (spin up / spin down) ... -3.398 / -11.204 eV
Energy above the lowest of the compared OMol25 structures with the same formula, charge and spin ... 150.4 kJ/mol

Entry 6:
One molecule with the formula C4H8N4O2, computed with the ωB97M-V functional and the def2-TZVPD basis.

```
! wB97M-V def2-TZVPD RIJCOSX def2/J DEFGRID3
* xyz 0 1
C -2.51 0.13 0.01
C -0.82 1.97 -0.17
C 1.22 0.06 0.01
C 2.08 -1.10 0.30
N -2.46 -1.20 0.10
N -0.23 -0.36 0.16
N -1.17 0.57 0.04
N -1.49 -1.81 0.24
O -3.48 0.84 -0.17
O 2.12 -2.20 -0.60
H -0.28 2.35 -1.06
H -1.78 2.47 -0.22
H -0.03 2.33 0.51
H 1.38 0.85 0.73
H 1.28 0.18 -1.10
H 1.60 -1.49 1.33
H 3.14 -0.81 0.44
H 1.43 -2.78 -0.54
*
```

Values from the calculation:
Strongest force on any atom ... 0.0868 Eh/bohr
Electronic energy ... -14327.7057 eV
HOMO level (spin up / spin down) ... -7.6 / -8.0 eV
Lowest unoccupied orbital energy (spin up / spin down) ... -0.162 / 0.033 eV
Energy above the lowest of the compared OMol25 structures with the same formula, charge and spin ... 520.6 kJ/mol

Entry 7:
A 2-piece molecular cluster, C3H8NO overall, computed with the ωB97M-V functional and the def2-TZVPD basis.

```
! wB97M-V def2-TZVPD RIJCOSX def2/J DEFGRID3
* xyz 1 1
C 2.64 0.14 0.04
N 1.64 -0.58 -0.29
H 3.63 -0.24 -0.22
H 2.54 1.13 0.53
H 0.75 -0.12 -0.07
H 1.72 -1.50 -0.73
C -2.41 -0.51 0.57
C -1.54 0.43 0.24
O -0.79 0.47 -0.97
H -2.87 -0.21 1.53
H -2.57 -1.50 0.14
H -1.44 1.38 0.73
H -1.29 1.11 -1.50
*
```

Values from the calculation:
Strongest force on any atom ... 0.0417 Eh/bohr
Electronic energy ... -6769.5288 eV
HOMO level ... -13.8 eV
Lowest unoccupied orbital energy ... -5.308 eV
Energy above the lowest of the compared OMol25 structures with the same formula, charge and spin ... 158.3 kJ/mol

Entry 8:
A 13-piece molecular cluster, C28H59N15O31P overall, computed with the ωB97M-V functional and the def2-TZVPD basis.

```
! wB97M-V def2-TZVPD RIJCOSX def2/J DEFGRID3
* xyz 1 1
O -0.55 0.45 5.83
C 0.21 0.44 4.83
C -0.15 -0.43 3.50
C 0.43 0.38 2.23
C -0.73 1.30 1.54
O -1.41 2.03 2.59
N -2.77 2.00 2.45
O -3.22 0.94 2.74
C 0.02 2.21 0.45
C -0.83 3.45 -0.10
C -2.35 3.11 -0.48
C -3.41 4.21 0.03
O -4.58 4.13 -0.47
N -3.11 5.24 1.04
C -3.72 4.95 2.36
C -2.87 5.18 3.65
C -3.40 4.86 5.07
C -4.84 4.27 5.28
C -5.71 4.07 4.01
C -5.15 4.40 2.58
C 0.58 1.21 -0.69
C 1.70 0.29 0.04
N 1.18 -0.46 1.23
P 2.63 -1.22 2.01
O 3.85 -1.21 1.05
O 3.13 -0.39 3.40
O 2.26 -2.85 2.43
H 1.19 1.06 4.90
H 0.33 -1.45 3.67
H -1.28 -0.58 3.49
H 1.19 1.14 2.66
H -1.41 0.57 0.96
H 0.95 2.65 0.97
H -0.72 4.32 0.62
H -0.31 3.78 -1.08
H -2.69 2.06 -0.18
H -2.43 3.14 -1.63
H -3.33 6.20 0.71
H -1.82 5.60 3.56
H -2.76 5.05 5.99
H -5.24 3.99 6.33
H -6.76 3.65 4.15
H -5.85 4.21 1.70
H -0.27 0.55 -1.10
H 1.04 1.82 -1.53
H 2.60 0.96 0.26
H 2.07 -0.50 -0.71
H 0.54 -1.21 0.91
H 4.11 -0.38 3.49
H 1.29 -2.99 2.33
C -4.62 -2.08 1.22
N -3.54 -3.10 1.14
O -3.86 -4.27 1.26
O -2.40 -2.68 0.97
H -5.57 -2.59 1.38
H -4.39 -1.42 2.06
H -4.63 -1.53 0.28
C 4.48 -4.92 3.73
N 5.53 -5.97 3.68
O 5.19 -7.12 3.83
O 6.68 -5.58 3.49
H 3.51 -5.41 3.90
H 4.72 -4.25 4.55
H 4.48 -4.41 2.77
C -3.82 0.97 -4.43
N -3.25 0.66 -3.10
O -2.09 0.99 -2.88
O -3.99 0.09 -2.31
H -3.05 1.48 -5.03
H -4.11 0.03 -4.90
H -4.68 1.62 -4.28
C -0.46 9.51 3.29
N -1.19 8.22 3.41
O -1.49 7.85 4.54
O -1.45 7.63 2.37
H -0.30 9.92 4.29
H 0.50 9.30 2.81
H -1.06 10.18 2.69
C -5.87 5.75 -2.53
N -5.95 7.10 -3.13
O -5.49 7.25 -4.25
O -6.48 7.97 -2.45
H -5.38 5.08 -3.24
H -5.29 5.82 -1.61
H -6.89 5.41 -2.33
C 5.45 -1.70 -1.57
N 6.69 -1.21 -2.24
O 7.46 -2.06 -2.66
O 6.84 0.00 -2.31
H 5.45 -2.78 -1.58
H 5.45 -1.31 -0.55
H 4.60 -1.31 -2.14
C 8.90 -5.07 1.50
N 10.24 -5.56 1.09
O 11.17 -5.37 1.85
O 10.31 -6.12 0.01
H 8.99 -4.59 2.48
H 8.57 -4.35 0.76
H 8.23 -5.93 1.56
C -5.02 -5.06 -1.99
N -5.10 -3.68 -2.53
O -4.63 -3.48 -3.63
O -5.64 -2.84 -1.82
H -4.52 -5.70 -2.72
H -4.45 -5.02 -1.06
H -6.04 -5.41 -1.81
C 6.96 -0.93 6.23
N 5.90 -0.31 5.39
O 6.26 0.32 4.41
O 4.74 -0.49 5.74
H 7.93 -0.70 5.80
H 6.87 -0.51 7.24
H 6.79 -2.01 6.24
C 3.96 -6.40 -1.82
N 4.70 -5.12 -1.70
O 5.35 -4.94 -0.69
O 4.60 -4.33 -2.63
H 4.13 -6.99 -0.93
H 2.90 -6.15 -1.92
H 4.33 -6.91 -2.71
C -3.36 -3.81 -6.63
N -2.42 -2.68 -6.85
O -2.77 -1.58 -6.47
O -1.37 -2.94 -7.41
H -4.25 -3.43 -6.14
H -3.61 -4.23 -7.61
H -2.85 -4.54 -6.01
C -0.83 -1.20 -9.99
N -1.90 -0.57 -10.80
O -1.56 0.12 -11.75
O -3.05 -0.79 -10.46
H 0.14 -0.92 -10.41
H -0.93 -0.84 -8.97
H -0.97 -2.28 -10.04
*
```

Values from the calculation:
Strongest force on any atom ... 0.1489 Eh/bohr
Electronic energy ... -125057.2203 eV
HOMO level ... -10.4 eV
Lowest unoccupied orbital energy ... -3.666 eV

Entry 9:
A 11-piece molecular cluster, C48H52F5N3O3 overall, computed with the ωB97M-V functional and the def2-TZVPD basis.

```
! wB97M-V def2-TZVPD RIJCOSX def2/J DEFGRID3
* xyz 0 1
F -3.22 5.38 4.51
C -2.23 4.55 4.91
C -2.40 3.84 6.08
C -1.39 2.95 6.45
C -0.22 2.86 5.70
C -0.09 3.55 4.51
C -1.11 4.42 4.12
H -3.33 3.91 6.63
H -1.47 2.37 7.35
H 0.58 2.22 6.02
H 0.73 3.38 3.83
H -1.06 4.99 3.20
F -3.02 -0.43 -2.75
C -4.11 0.37 -2.79
C -4.67 0.82 -1.62
C -5.76 1.68 -1.70
C -6.23 2.08 -2.94
C -5.62 1.65 -4.11
C -4.57 0.77 -4.03
H -4.26 0.53 -0.66
H -6.26 2.02 -0.80
H -7.10 2.73 -2.96
H -6.03 1.95 -5.07
H -4.07 0.36 -4.91
F 4.57 -1.88 2.15
C 5.20 -2.38 1.07
C 5.39 -1.59 -0.04
C 6.01 -2.14 -1.15
C 6.43 -3.47 -1.11
C 6.30 -4.22 0.04
C 5.70 -3.67 1.16
H 5.11 -0.54 0.00
H 6.16 -1.52 -2.02
H 6.85 -3.91 -2.01
H 6.63 -5.25 0.04
H 5.56 -4.16 2.12
F 4.34 -3.06 -5.22
C 3.76 -3.62 -4.14
C 3.02 -2.82 -3.29
C 2.35 -3.42 -2.22
C 2.46 -4.78 -2.03
C 3.19 -5.57 -2.90
C 3.87 -4.98 -3.96
H 2.95 -1.75 -3.40
H 1.87 -2.81 -1.47
H 1.95 -5.24 -1.19
H 3.24 -6.64 -2.75
H 4.48 -5.56 -4.64
F -4.61 5.78 0.81
C -4.83 4.52 1.22
C -6.13 4.09 1.35
C -6.37 2.76 1.69
C -5.31 1.89 1.88
C -4.00 2.36 1.82
C -3.75 3.69 1.47
H -6.94 4.77 1.16
H -7.37 2.36 1.73
H -5.38 0.85 2.18
H -3.15 1.72 1.99
H -2.76 4.13 1.52
C -0.20 0.59 -1.40
C -0.85 1.37 -0.47
C -0.18 1.72 0.68
N 1.06 1.33 0.96
C 1.69 0.59 0.05
C 1.10 0.15 -1.12
H -0.60 0.40 -2.39
H -1.86 1.75 -0.60
H -0.67 2.31 1.44
H 2.70 0.27 0.30
H 1.60 -0.51 -1.81
C -1.10 0.01 -6.09
C -1.08 1.23 -5.45
C 0.10 1.63 -4.84
N 1.22 0.91 -4.87
C 1.20 -0.26 -5.49
C 0.06 -0.76 -6.11
H -1.98 -0.40 -6.58
H -1.99 1.81 -5.36
H 0.15 2.59 -4.34
H 2.10 -0.87 -5.46
H 0.11 -1.69 -6.66
C 1.18 -5.00 2.32
C -0.01 -4.83 3.01
C -0.59 -3.57 3.01
N -0.10 -2.53 2.34
C 1.01 -2.73 1.65
C 1.66 -3.95 1.56
H 1.69 -5.96 2.28
H -0.43 -5.62 3.61
H -1.47 -3.37 3.63
H 1.44 -1.90 1.10
H 2.57 -4.05 0.99
C 3.00 2.86 -2.27
O 2.97 2.87 -3.67
H 2.05 2.53 -1.82
H 3.75 2.18 -1.85
H 3.14 3.87 -1.89
H 2.40 2.15 -3.98
C 2.18 -0.12 3.96
O 2.11 1.24 3.56
H 2.51 -0.21 4.99
H 1.21 -0.62 3.78
H 2.86 -0.67 3.30
H 1.83 1.23 2.62
C -1.55 0.10 4.02
O -2.20 -0.59 2.97
H -0.68 0.68 3.69
H -2.25 0.76 4.52
H -1.21 -0.61 4.79
H -1.56 -1.21 2.57
*
```

Values from the calculation:
Strongest force on any atom ... 0.0238 Eh/bohr
Electronic energy ... -74818.3374 eV
Structure (SMILES) ... Fc1ccccc1.Fc1ccccc1.Fc1ccccc1.Fc1ccccc1.Fc1ccccc1.c1ccncc1.c1ccncc1.c1ccncc1.CO.CO.CO
HOMO level ... -9.0 eV
Lowest unoccupied orbital energy ... 0.496 eV

Entry 10:
A 2-piece molecular cluster, C18H21F2O overall, computed with the ωB97M-V functional and the def2-TZVPD basis.

```
! wB97M-V def2-TZVPD RIJCOSX def2/J DEFGRID3
* xyz 1 1
C 5.64 1.93 -1.03
C 4.25 1.43 -1.07
C 3.19 2.34 -1.19
F 3.48 3.66 -1.30
C 1.89 1.90 -1.20
C 1.56 0.54 -1.08
C 0.26 -0.02 -1.07
C -1.05 0.54 -1.05
C -1.36 1.91 -0.92
C -2.66 2.36 -0.90
F -2.93 3.68 -0.79
C -3.72 1.45 -1.00
C -5.12 1.96 -1.01
C -3.44 0.09 -1.11
C -2.14 -0.35 -1.13
C 2.65 -0.36 -0.97
C 3.95 0.07 -0.97
H 6.37 1.11 -1.01
H 5.86 2.55 -1.90
H 5.81 2.54 -0.14
H 1.13 2.63 -1.37
H 0.25 -1.10 -1.09
H -0.59 2.64 -0.78
H -5.85 1.15 -1.00
H -5.30 2.59 -0.14
H -5.30 2.57 -1.90
H -4.25 -0.61 -1.18
H -1.94 -1.40 -1.21
H 2.44 -1.42 -0.89
H 4.76 -0.64 -0.88
C -1.46 -2.32 3.33
C -0.58 -2.81 2.19
C -0.22 -4.28 2.36
O 0.61 -2.02 2.05
H -2.39 -2.88 3.39
H -0.95 -2.42 4.29
H -1.72 -1.26 3.21
H -1.13 -2.69 1.23
H -1.11 -4.92 2.38
H 0.42 -4.63 1.55
H 0.32 -4.45 3.29
H 0.39 -1.06 2.00
*
```

Values from the calculation:
Strongest force on any atom ... 0.0224 Eh/bohr
Electronic energy ... -26482.0285 eV
HOMO level ... -12.8 eV
Lowest unoccupied orbital energy ... -5.980 eV

Entry 11:
A 2-piece molecular cluster, C3H5NO2S overall, computed with the ωB97M-V functional and the def2-TZVPD basis.

```
! wB97M-V def2-TZVPD RIJCOSX def2/J DEFGRID3
* xyz 0 1
C -1.49 0.41 0.33
S -0.45 1.14 -0.74
O 0.53 2.06 -0.28
O -0.51 0.84 -2.13
H -2.45 0.19 -0.04
H -1.36 0.82 1.32
C 0.81 -1.56 -0.51
C 0.79 -0.75 0.53
N 1.05 -0.18 1.57
H 1.60 -2.27 -0.30
H 0.30 -1.52 -1.43
H 1.17 0.81 1.69
*
```

Values from the calculation:
Strongest force on any atom ... 0.0673 Eh/bohr
Electronic energy ... -19607.4313 eV
Structure (SMILES) ... C=S(=O)=O.C=C=N
HOMO level ... -8.7 eV
Lowest unoccupied orbital energy ... -0.209 eV
Energy above the lowest of the compared OMol25 structures with the same formula, charge and spin ... 490.1 kJ/mol